Here is an isolated molecule of C4H4FNO3 at a distorted geometry from the OMol25 dataset. Energies are from ωB97M-V/def2-TZVPD.

Values from the calculation:
* LUMO energy: 0.69 eV
* gap between HOMO and LUMO: 10.6365 eV
* relative energy (zero: lowest compared OMol25 entry of this formula, charge and spin): 73.5 kcal/mol
* E_HOMO: -9.947 eV

Geometry (Å):
O1 0.97032 3.84611 -0.78848
C1 1.39702 2.79850 -0.94661
O2 1.96450 1.85847 -1.64267
C2 1.42433 1.18989 -0.38046
C3 0.13199 0.31576 -0.65637
C4 0.14010 -0.65718 0.52814
O3 1.58679 -0.87549 0.73060
N1 2.32573 0.19673 0.52274
F1 2.19463 1.02398 1.75079
H1 -0.73149 0.86965 -0.62772
H2 0.28557 -0.31358 -1.45909
H3 -0.35541 -0.41426 1.43725
H4 -0.09636 -1.64637 0.19851

---

Here is a cluster of 2 separate species, CH3NO3S in total at a distorted geometry from the OMol25 dataset. Energies are from ωB97M-V/def2-TZVPD.

Values from the calculation:
* LUMO energy (alpha / beta): 0.02 / 0.02 eV
* gap between HOMO and LUMO (alpha / beta): 8.0745 / 8.0739 eV
* relative energy (zero: lowest compared OMol25 entry of this formula, charge and spin): 93.1 kcal/mol
* E_HOMO (alpha / beta): -8.059 / -8.058 eV

Geometry (Å):
C1 0.23844 -0.60395 -0.25486
N1 1.00406 0.17319 0.42201
O1 0.07418 -1.67223 -0.67217
O2 2.41822 0.10345 0.26737
O3 -1.26395 0.62050 -0.46041
S1 -2.72140 0.27379 0.16225
H1 0.59391 1.13476 0.56133
H2 2.87842 -0.05216 1.09429
H3 -3.22188 0.02266 -1.11980

---

Here is a cluster of 2 separate species, C4H10O2 in total at a distorted geometry from the OMol25 dataset. Energies are from ωB97M-V/def2-TZVPD.

Values from the calculation:
* LUMO energy: 0.63 eV
* gap between HOMO and LUMO: 9.5021 eV
* relative energy (zero: lowest compared OMol25 entry of this formula, charge and spin): 46.6 kcal/mol
* E_HOMO: -8.869 eV

Geometry (Å):
C1 -0.33641 2.05783 -1.16139
C2 0.60934 1.08159 -0.52916
C3 0.66308 0.79259 0.79639
O1 -0.35095 0.95011 1.67909
H1 -0.67837 1.67155 -2.12518
H2 0.16809 3.01111 -1.34914
H3 -1.22536 2.26594 -0.56068
H4 1.54783 0.95929 -1.06997
H5 1.47389 0.22158 1.23500
H6 -1.04111 1.50520 1.28279
C4 -0.24359 -2.71833 0.51448
O2 0.60795 -1.93517 -0.29155
H7 0.35116 -3.30370 1.22298
H8 -0.80680 -3.43103 -0.09742
H9 -0.94012 -2.09351 1.08364
H10 0.20137 -1.03505 -0.62989

---

Here is a structure of composition C25H55AuNO2Si2 at a distorted geometry from the OMol25 dataset. Energies are from ωB97M-V/def2-TZVPD.

Values from the calculation:
* charge: +1
* LUMO energy (alpha / beta): -2.00 / -4.67 eV
* 2S+1: 3
* gap between HOMO and LUMO (alpha / beta): 5.5642 / 5.3732 eV
* expectation value of S²: 2.011
* E_HOMO (alpha / beta): -7.568 / -10.043 eV

Geometry (Å):
O1 -2.16259 -3.49730 -4.12230
O2 -3.28578 -1.85704 -5.11638
C1 -0.78098 -3.78693 -4.55528
C2 0.26518 -3.02136 -3.78993
H1 -0.76072 -3.55413 -5.62372
H2 -0.65268 -4.86738 -4.42778
H3 0.14453 -1.93847 -3.90518
H4 1.24882 -3.28904 -4.18481
H5 0.24994 -3.27973 -2.72554
C3 -2.48279 -3.91939 -2.73179
C4 -3.95984 -4.16283 -2.61528
H6 -2.13415 -3.12743 -2.05196
H7 -1.90245 -4.83138 -2.54712
H8 -4.55443 -3.31502 -2.96993
H9 -4.21023 -4.34251 -1.56589
H10 -4.23451 -5.06004 -3.18009
C5 -3.42052 -0.49103 -4.60848
C6 -3.20782 -1.86445 -6.57470
C7 -3.50130 -0.49687 -3.10816
H11 -4.33539 -0.08029 -5.05748
H12 -2.57460 0.11523 -4.97189
H13 -4.32871 -1.12486 -2.75720
H14 -3.67953 0.52315 -2.74922
H15 -2.56363 -0.83874 -2.65197
C8 -3.39874 -3.25988 -7.09145
H16 -2.23578 -1.44598 -6.87451
H17 -3.99626 -1.19658 -6.94251
H18 -2.66137 -3.95898 -6.68708
H19 -3.28526 -3.24159 -8.17744
H20 -4.40736 -3.61821 -6.86520
H21 -2.70164 -2.67506 -4.57302
Au1 0.59408 1.29886 -0.64999
C9 0.18340 0.80639 -2.43714
Si1 0.83268 1.86818 -3.89961
H22 -0.92419 0.76392 -2.53949
H23 0.52922 -0.24079 -2.55837
C10 1.91127 0.75041 -4.95764
C11 1.80915 3.35299 -3.32410
C12 -0.64800 2.46366 -4.89134
C13 2.61133 0.63034 -0.68228
Si2 3.82040 1.75466 0.21908
H24 2.82484 0.51136 -1.75485
H25 2.56853 -0.37983 -0.24002
C14 4.72586 2.81499 -1.04244
C15 5.03312 0.71439 1.21084
C16 2.86504 2.85982 1.40011
H26 -0.35425 3.32320 -5.51234
H27 -1.46245 2.78613 -4.22715
H28 -1.03504 1.67994 -5.55846
H29 2.84071 0.48065 -4.43680
H30 2.18318 1.26590 -5.89046
H31 1.38493 -0.17795 -5.22303
H32 1.90249 3.36756 -2.23131
H33 1.30392 4.27846 -3.63516
H34 2.81848 3.35468 -3.75936
H35 5.01124 -0.33207 0.87783
H36 4.78859 0.74091 2.28201
H37 6.05727 1.09225 1.08526
H38 2.96249 2.49966 2.43359
H39 1.79494 2.87972 1.13793
H40 3.25111 3.88800 1.35366
H41 5.57305 3.32400 -0.56004
H42 4.07470 3.58086 -1.48544
H43 5.12541 2.19455 -1.85707
C17 0.54605 -1.17632 1.81651
N1 -0.21126 0.03891 1.54129
C18 -0.14878 0.99335 2.64259
C19 -1.58528 -0.22168 1.07406
C20 -2.16463 1.02462 0.47205
C21 -3.54649 1.26372 0.52839
C22 -4.06294 2.45150 0.01340
C23 -3.21032 3.39087 -0.56774
C24 -1.83017 3.12740 -0.66620
C25 -1.33687 1.92101 -0.18855
H44 0.47142 -1.85512 0.95739
H45 0.15846 -1.69094 2.71363
H46 1.60141 -0.92195 1.98020
H47 0.90271 1.23076 2.85231
H48 -0.67331 1.91712 2.37962
H49 -0.60276 0.56787 3.55712
H50 -1.53318 -1.02972 0.32444
H51 -2.21161 -0.58770 1.90944
H52 -4.18530 0.51044 0.99894
H53 -5.13877 2.64147 0.07044
H54 -3.60642 4.33036 -0.95743
H55 -1.15920 3.84430 -1.13653

---

Here is a structure of composition C18H21AsCoN2O6S4 from the OMol25 dataset. Energies are from ωB97M-V/def2-TZVPD.

Values from the calculation:
* charge: +1
* LUMO energy: -3.93 eV
* gap between HOMO and LUMO: 8.2368 eV
* relative energy (zero: lowest compared OMol25 entry of this formula, charge and spin): 0.0 kcal/mol
* E_HOMO: -12.165 eV

Geometry (Å):
Co1 0.36473 -0.49690 0.29048
C1 3.44700 0.53668 0.60260
C2 3.50840 -0.42669 -0.57141
S1 2.17000 -1.65621 -0.54320
C3 2.67540 -2.65629 0.90496
C4 1.50784 -2.95348 1.82098
S2 0.54198 -1.47471 2.23593
C5 1.72114 -0.44772 3.17359
C6 1.62876 0.98939 2.69336
S3 1.74873 1.15782 0.88834
H1 4.08571 1.39622 0.40127
H2 3.79912 0.07694 1.52437
H3 4.45673 -0.96309 -0.60662
H4 3.36273 0.09595 -1.51074
H5 3.46241 -2.11457 1.42696
H6 3.10726 -3.58732 0.53944
H7 1.83173 -3.43366 2.74460
H8 0.78386 -3.61413 1.34219
H9 2.71966 -0.86170 3.04611
H10 1.45520 -0.52789 4.22665
H11 2.39864 1.60419 3.15973
H12 0.65447 1.41976 2.92103
O1 -2.69777 2.39081 1.64237
As1 -2.08785 1.43376 0.29374
O2 -3.25821 0.44519 -0.23315
O3 -0.85282 0.60277 1.16750
C7 -1.40090 2.85795 -0.81317
C8 -1.94657 4.11668 -0.56987
C9 -1.62411 5.19220 -1.38339
C10 -0.76621 5.02278 -2.45882
C11 -0.21401 3.77738 -2.70852
C12 -0.51296 2.70985 -1.87566
S4 0.31242 1.18558 -2.25893
O4 -0.38543 0.19750 -1.32582
O5 0.10466 0.87469 -3.63551
O6 1.69331 1.33377 -1.84437
H13 -3.59098 2.07761 1.83843
H14 -2.64013 4.24898 0.24733
H15 -2.06514 6.15971 -1.18607
H16 -0.53030 5.85596 -3.10653
H17 0.45099 3.62366 -3.54843
N1 -5.02219 -5.02872 -1.75772
C13 -4.15879 -4.35232 -1.42068
C14 -3.07842 -3.51155 -0.98652
C15 -3.18791 -2.76839 0.17515
C16 -2.12028 -1.97530 0.55576
N2 -0.98619 -1.91351 -0.14549
C17 -0.89532 -2.61277 -1.29015
C18 -1.90598 -3.42685 -1.73870
H18 -4.09135 -2.77357 0.76556
H19 -2.18001 -1.35240 1.43351
H20 0.00237 -2.48518 -1.87642
H21 -1.79543 -3.96888 -2.66602

---

Here is a structure of composition C3H6ClCrO3 at a distorted geometry from the OMol25 dataset. Energies are from ωB97M-V/def2-TZVPD.

Values from the calculation:
* charge: +1
* LUMO energy (alpha / beta): -4.80 / -4.95 eV
* 2S+1: 5
* gap between HOMO and LUMO (alpha / beta): 9.0096 / 10.3456 eV
* relative energy (zero: lowest compared OMol25 entry of this formula, charge and spin): 15.6 kcal/mol
* expectation value of S²: 6.015
* E_HOMO (alpha / beta): -13.805 / -15.293 eV

Geometry (Å):
Cr1 0.93170 2.14129 -0.83002
Cl1 1.67954 2.12521 1.02109
C1 1.87341 -0.97302 0.92715
O1 0.48331 -0.76371 0.98669
C2 -0.18101 -0.12507 -0.00495
O2 0.29446 0.70555 -0.77336
O3 -1.47074 -0.44438 0.04071
C3 -2.40070 0.07303 -0.86013
H1 2.53272 -0.10886 0.84562
H2 2.08627 -1.73631 0.17870
H3 2.16220 -1.38517 1.89401
H4 -2.32262 1.14698 -1.02939
H5 -3.38127 -0.28524 -0.54671
H6 -2.28728 -0.37035 -1.84940

---

Number 1: DFT total energy -14556.2771 eV. Number 2: DFT total energy -19549.2785 eV. Number 3: DFT total energy -8403.5265 eV. Number 4: DFT total energy -51839.4706 eV. Number 5: DFT total energy -176073.3500 eV. Number 6: DFT total energy -50285.4070 eV.